Entry 1:
Density functional theory data (wB97M-V/def2-TZVPD) for one molecule with the formula CHCl3S.

Each line ends with the Löwdin charge.
Atoms and positions in Å:
C  0.499  -0.166  -0.214  -1.834
S  -1.449  0.962  -0.310  0.425
Cl  0.765  -0.866  1.432  0.466
Cl  1.686  0.967  -0.758  0.542
Cl  0.362  -1.556  -1.221  0.521
H  -1.864  0.660  1.069  -0.120

The relative energy (zero: lowest compared OMol25 entry of this formula, charge and spin) is 26.7 kcal/mol. The SMILES is SC(Cl)(Cl)Cl. The value obtained for the total energy is -49453.9894 eV. The gap between HOMO and LUMO comes out at 8.916 eV.

---

Entry 2:
Density functional theory data (wB97M-V/def2-TZVPD) for C39H94AsF6N10O7 as an isolated structure.

Each line ends with the Löwdin charge.
Atoms and positions in Å:
As  -0.274  0.187  0.351  0.819
F  -0.729  1.233  1.643  -0.201
F  -1.805  -0.642  0.545  -0.258
F  0.203  -0.890  -0.966  -0.273
F  1.284  0.971  0.226  -0.245
F  0.339  -1.009  1.522  -0.280
F  -1.018  1.234  -0.872  -0.267
C  6.116  -1.508  -1.546  -0.080
C  4.953  -0.505  -1.514  -0.252
N  5.415  0.879  -1.494  -0.182
C  6.234  1.260  -0.330  -0.222
C  5.437  1.192  0.979  -0.067
C  4.288  1.750  -1.771  -0.252
C  4.722  3.217  -1.960  -0.075
H  6.642  -1.528  -0.589  0.062
H  6.818  -1.349  -2.366  0.073
H  5.781  -2.536  -1.707  0.067
H  4.388  -0.682  -2.429  0.098
H  4.299  -0.756  -0.674  0.082
H  7.097  0.597  -0.283  0.099
H  6.630  2.258  -0.510  0.101
H  4.966  0.229  1.163  0.048
H  6.114  1.385  1.816  0.060
H  4.660  1.959  1.002  0.075
H  3.508  1.739  -1.000  0.104
H  3.895  1.522  -2.762  0.092
H  4.730  3.713  -0.988  0.051
H  4.056  3.747  -2.642  0.054
H  5.720  3.233  -2.404  0.078
C  2.481  4.719  -5.292  -0.097
C  1.565  3.718  -4.619  -0.267
N  1.866  2.326  -4.971  -0.180
C  1.208  1.430  -4.020  -0.253
C  1.790  0.013  -3.977  -0.071
C  1.469  2.028  -6.342  -0.254
C  2.449  1.105  -7.102  -0.081
H  3.472  4.316  -5.513  0.076
H  2.768  5.539  -4.622  0.063
H  2.055  5.258  -6.138  0.063
H  1.667  3.818  -3.538  0.079
H  0.499  3.922  -4.797  0.122
H  1.303  1.842  -3.012  0.092
H  0.115  1.466  -4.142  0.120
H  2.868  0.099  -3.843  0.048
H  1.394  -0.528  -3.117  0.054
H  1.612  -0.587  -4.869  0.062
H  1.317  2.910  -6.966  0.107
H  0.498  1.514  -6.326  0.110
H  1.937  0.737  -7.996  0.066
H  2.636  0.191  -6.542  0.046
H  3.364  1.627  -7.371  0.066
C  -4.083  -2.237  -1.892  -0.069
C  -4.948  -2.577  -0.681  -0.234
N  -6.396  -2.761  -0.932  -0.159
C  -6.604  -3.961  -1.739  -0.291
C  -5.920  -5.242  -1.262  -0.090
C  -6.961  -1.648  -1.706  -0.276
C  -7.197  -0.411  -0.827  -0.080
H  -4.320  -1.295  -2.384  0.059
H  -4.074  -3.006  -2.667  0.069
H  -3.075  -2.143  -1.480  0.062
H  -4.553  -3.447  -0.157  0.085
H  -4.843  -1.791  0.072  0.099
H  -6.291  -3.770  -2.778  0.107
H  -7.671  -4.206  -1.735  0.110
H  -6.341  -6.138  -1.708  0.069
H  -6.073  -5.274  -0.178  0.081
H  -4.836  -5.173  -1.358  0.052
H  -6.376  -1.364  -2.587  0.097
H  -7.918  -2.004  -2.091  0.106
H  -6.390  -0.245  -0.116  0.063
H  -7.378  0.503  -1.392  0.061
H  -8.115  -0.622  -0.275  0.068
C  -0.666  -1.195  6.469  0.000
C  -0.182  -0.740  5.099  -0.570
O  -0.276  0.422  4.763  0.064
N  0.346  -1.655  4.248  0.012
C  0.655  -3.024  4.603  -0.101
H  -1.484  -0.545  6.765  0.078
H  0.186  -1.075  7.140  0.082
H  -1.031  -2.222  6.453  0.064
H  0.556  -1.283  3.319  0.088
H  -0.213  -3.688  4.648  0.075
H  1.169  -3.036  5.566  0.078
H  1.334  -3.510  3.901  0.069
C  3.379  -2.680  1.391  0.012
C  3.057  -3.491  0.152  -0.554
O  3.505  -4.624  0.005  0.010
N  2.298  -2.898  -0.791  0.024
C  2.080  -3.509  -2.090  -0.074
H  2.454  -2.459  1.924  0.059
H  3.875  -1.758  1.086  0.046
H  4.119  -3.204  1.988  0.085
H  1.799  -2.040  -0.614  0.089
H  1.047  -3.230  -2.321  0.075
H  2.108  -4.595  -2.071  0.075
H  2.725  -3.109  -2.873  0.076
C  3.079  0.363  3.968  0.004
C  3.089  1.752  4.565  -0.549
O  2.069  2.392  4.682  0.069
N  4.275  2.213  5.058  0.000
C  5.555  1.520  5.117  -0.092
H  2.411  0.336  3.108  0.079
H  2.766  -0.341  4.738  0.084
H  4.035  0.032  3.553  0.053
H  4.171  3.121  5.483  0.128
H  5.509  0.620  5.737  0.080
H  6.251  2.140  5.680  0.078
H  5.873  1.265  4.110  0.054
C  -5.350  3.770  0.423  -0.002
C  -3.976  3.120  0.336  -0.551
O  -3.216  3.235  1.275  0.058
N  -3.562  2.518  -0.811  0.021
C  -4.356  2.371  -2.009  -0.100
H  -5.840  3.450  1.337  0.081
H  -5.987  3.527  -0.431  0.050
H  -5.145  4.839  0.371  0.084
H  -2.656  2.055  -0.838  0.090
H  -4.806  3.317  -2.316  0.076
H  -5.129  1.612  -1.842  0.061
H  -3.743  2.030  -2.843  0.080
C  -1.943  -3.854  1.340  0.008
C  -2.606  -5.196  1.006  -0.556
O  -3.630  -5.517  1.608  0.002
N  -2.088  -5.994  0.065  0.015
C  -1.004  -5.703  -0.854  -0.071
H  -1.888  -3.187  0.482  0.064
H  -0.931  -4.064  1.695  0.082
H  -2.524  -3.463  2.167  0.067
H  -2.613  -6.837  -0.112  0.139
H  -0.385  -4.845  -0.607  0.070
H  -1.414  -5.483  -1.845  0.081
H  -0.386  -6.594  -0.967  0.082
C  0.658  4.109  -0.789  -0.004
C  1.060  4.416  0.640  -0.557
O  0.316  4.087  1.549  0.063
N  2.238  5.018  0.894  0.012
C  3.041  5.787  -0.061  -0.088
H  1.364  3.383  -1.197  0.056
H  0.572  4.998  -1.417  0.079
H  -0.318  3.652  -0.643  0.071
H  2.489  5.109  1.865  0.135
H  3.037  5.450  -1.092  0.058
H  4.065  5.700  0.309  0.073
H  2.756  6.837  0.045  0.077
C  -5.238  0.785  5.985  -0.015
C  -4.312  0.695  4.778  -0.569
O  -3.685  1.667  4.414  0.073
N  -4.338  -0.484  4.117  0.011
C  -3.545  -0.788  2.947  -0.073
H  -6.177  1.207  5.623  0.078
H  -4.842  1.407  6.781  0.075
H  -5.451  -0.214  6.377  0.062
H  -4.944  -1.198  4.480  0.118
H  -3.617  0.049  2.249  0.082
H  -3.839  -1.670  2.380  0.061
H  -2.477  -0.924  3.129  0.072

The relative energy (zero: lowest compared OMol25 entry of this formula, charge and spin) is 13.0 kcal/mol. The value obtained for the total energy is -148352.2775 eV. As for the charge: -1. The gap between HOMO and LUMO comes out at 8.684 eV.

---

Entry 3:
Density functional theory data (wB97M-V/def2-TZVPD) for C24H21CoIN6O4S as an isolated structure.

Each line ends with the Mulliken spin population.
Atoms and positions in Å:
Co  1.415  0.908  -0.170  0.977
C  5.381  -1.003  -0.752  0.000
C  4.501  -1.502  0.350  -0.006
N  4.751  -2.676  0.881  -0.001
C  3.971  -3.125  1.883  0.000
C  2.929  -2.404  2.409  -0.003
C  2.140  -2.953  3.561  0.000
O  0.766  -3.033  3.181  0.000
C  2.619  -1.155  1.831  0.013
C  1.589  -0.314  2.424  0.001
N  1.063  0.671  1.798  0.014
C  0.169  1.562  2.438  0.016
C  -0.768  1.152  3.376  0.002
C  -1.633  2.075  3.938  -0.001
C  -1.574  3.409  3.563  0.002
C  -0.654  3.826  2.614  -0.004
C  0.210  2.899  2.057  -0.005
I  1.565  3.493  0.586  0.011
C  3.398  -0.684  0.760  -0.005
O  3.212  0.446  0.135  -0.021
H  6.168  -1.729  -0.942  0.000
H  5.817  -0.039  -0.491  0.000
H  4.804  -0.837  -1.664  0.000
H  4.211  -4.106  2.276  0.000
H  2.247  -2.307  4.442  0.000
H  2.536  -3.938  3.824  0.000
H  0.274  -3.445  3.898  0.000
H  1.327  -0.498  3.465  -0.002
H  -0.853  0.103  3.628  0.001
H  -2.375  1.744  4.652  0.000
H  -2.264  4.125  3.987  0.000
H  -0.628  4.856  2.289  -0.001
N  -4.865  1.234  -5.714  0.000
C  -4.150  1.308  -4.533  0.000
C  -2.891  1.917  -4.505  0.000
C  -2.196  2.029  -3.319  -0.001
C  -2.740  1.528  -2.144  0.000
C  -3.987  0.923  -2.157  0.000
C  -4.691  0.819  -3.342  0.000
S  -1.872  1.692  -0.626  0.001
O  -2.649  1.045  0.397  0.000
O  -1.516  3.076  -0.459  0.000
N  -0.460  0.914  -0.867  -0.008
C  -0.429  -0.411  -1.174  -0.009
N  -1.470  -1.183  -1.468  -0.003
C  -1.184  -2.457  -1.705  0.006
C  0.098  -2.994  -1.628  -0.004
C  1.113  -2.116  -1.296  0.003
N  0.856  -0.832  -1.104  0.026
H  -4.340  1.318  -6.567  0.000
H  -5.601  0.550  -5.755  0.000
H  -2.467  2.309  -5.421  0.000
H  -1.225  2.508  -3.302  0.000
H  -4.389  0.523  -1.238  0.000
H  -5.668  0.351  -3.351  0.000
H  -2.027  -3.090  -1.958  0.000
H  0.291  -4.041  -1.804  0.000
H  2.144  -2.434  -1.185  -0.001

The relative energy (zero: lowest compared OMol25 entry of this formula, charge and spin) is 4.6 kcal/mol. As for the spin multiplicity: 2. The value obtained for the total energy is -98922.9447 eV. The gap between HOMO and LUMO (alpha / beta) comes out at 7.800 / 7.788 eV.

---

Entry 4:
Density functional theory data (wB97M-V/def2-TZVPD) for one molecule with the formula C5H8O.

Each line ends with the Löwdin charge.
Atoms and positions in Å:
C  0.563  -0.963  1.208  -0.066
C  -0.394  0.066  0.638  -0.308
O  1.620  1.422  -1.021  -0.016
C  -1.560  -0.373  -0.233  -0.052
C  -0.371  0.249  -0.823  -0.206
C  0.541  0.794  -1.602  -0.144
H  0.859  -1.678  0.430  0.088
H  1.480  -0.482  1.567  0.075
H  0.120  -1.521  2.040  0.072
H  -0.543  0.960  1.245  0.135
H  1.281  1.902  -0.254  0.097
H  -1.741  -1.443  -0.330  0.107
H  -2.463  0.233  -0.181  0.104
H  0.606  0.833  -2.684  0.114

The relative energy (zero: lowest compared OMol25 entry of this formula, charge and spin) is 53.7 kcal/mol. The SMILES is C[C@@H]1C/C1=C/O. The value obtained for the total energy is -7359.9247 eV. The gap between HOMO and LUMO comes out at 9.820 eV.

---

Entry 5:
Density functional theory data (wB97M-V/def2-TZVPD) for C6H12N2 as an isolated structure.

Each line ends with the Löwdin charge.
Atoms and positions in Å:
C  -1.103  -0.984  1.144  -0.063
C  -0.355  -0.546  -0.107  -0.600
C  0.335  -1.663  -0.988  -0.005
C  1.064  -0.472  -0.223  -0.334
C  0.320  1.229  0.967  -0.038
C  -0.712  0.907  -0.399  -0.292
H  -2.239  -0.839  0.703  0.119
H  -0.559  -0.238  2.166  0.170
H  -0.758  -2.275  1.234  0.153
H  0.343  -2.834  -0.669  0.122
H  0.633  -1.464  -2.095  0.107
H  1.838  -0.103  -0.978  0.158
H  2.051  0.185  1.236  0.040
H  -0.238  1.311  1.826  0.040
H  0.881  2.022  0.620  0.073
H  -1.772  1.135  -0.279  0.121
H  -0.337  2.416  -1.383  0.127
H  -0.526  1.000  -2.417  0.087
N  1.167  -0.165  1.237  0.002
N  -0.033  1.380  -1.596  0.013

The relative energy (zero: lowest compared OMol25 entry of this formula, charge and spin) is 219.9 kcal/mol. The value obtained for the total energy is -9387.3159 eV. The gap between HOMO and LUMO comes out at 9.033 eV.

---

The calculation returns the following strongest force on any atom values, one per record and in order: 3.7 1.7 0.4 0.5 5.8 eV Å⁻¹.